# 1
6
Properties=species:S:1:pos:R:3:forces:R:3 method="wB97M-V/def2-TZVPD" e_above_lowest_kj_mol=133.4 homo_energy_ev=-9.36 e_tot_ha=-529.892024 smiles=NSO charge=0 gap_ev=9.1
S -0.616 -0.901 0.683 2.5 2.3 -1.5
O -1.264 0.548 1.279 0.6 -0.9 -2.1
N 0.872 -0.018 -0.608 -3.5 0.3 3.3
H 0.659 -0.462 -1.453 -0.1 -1.0 -1.4
H -1.463 0.963 0.400 -0.2 0.1 1.3
H 1.812 -0.130 -0.301 0.6 -0.7 0.5

***

# 2
7
Properties=species:S:1:pos:R:3:forces:R:3 method="wB97M-V/def2-TZVPD" e_above_lowest_kj_mol=388.4 homo_energy_ev="-9.38 / -9.61" e_tot_ha=-927.989008 charge=0 gap_ev="8.2 / 7.2"
S 0.296 0.289 0.451 -0.5 0.9 0.4
S -0.576 1.949 1.196 0.2 -1.8 -1.3
O 1.167 -0.338 1.414 0.3 -0.7 -0.3
N -0.807 -0.929 -0.179 0.2 1.9 1.6
H -1.372 -0.422 -0.807 -1.3 1.0 -0.7
H -0.491 -1.692 -0.727 1.5 -0.9 -0.1
H 1.784 1.144 -1.348 -0.4 -0.3 0.4

***

# 3
7
Properties=species:S:1:pos:R:3:forces:R:3 method="wB97M-V/def2-TZVPD" e_above_lowest_kj_mol=296.4 homo_energy_ev=-9.09 e_tot_ha=-928.024041 smiles=SNOS charge=0 gap_ev=9.6
S 1.568 -1.142 0.333 1.5 0.1 1.0
S -1.460 1.382 -0.398 -0.4 -2.0 -0.6
O -0.180 0.356 -0.828 -0.1 0.9 0.3
N -0.003 -0.877 0.041 -5.0 -1.1 -4.1
H -0.531 -1.569 -0.781 2.5 1.9 3.5
H -0.865 2.456 0.040 1.1 0.7 0.5
H 1.471 -0.606 1.594 0.4 -0.4 -0.5

***

# 4
5
Properties=species:S:1:pos:R:3:forces:R:3 method="wB97M-V/def2-TZVPD" e_above_lowest_kj_mol=21.5 homo_energy_ev=-2.82 e_tot_ha=-152.274663 charge=-1 gap_ev=8.2
O -1.154 0.695 0.291 1.6 0.6 -0.4
O 0.628 -1.140 -0.487 0.1 0.4 -0.1
H -0.560 0.022 -0.216 -0.2 -0.7 0.5
H 1.458 -0.835 -0.089 -0.3 -0.1 -0.1
H -0.372 1.257 0.501 -1.1 -0.2 0.1

***

# 5
7
Properties=species:S:1:pos:R:3:forces:R:3 method="wB97M-V/def2-TZVPD" e_above_lowest_kj_mol=184.9 homo_energy_ev=-9.11 e_tot_ha=-891.812769 charge=0 gap_ev=8.7
S -1.718 -0.326 0.038 -1.0 3.6 1.6
P 0.322 -0.009 0.659 -0.2 -0.2 0.4
O 0.746 1.231 -0.257 0.4 0.4 -0.1
O 0.998 -1.205 -0.247 -0.2 0.2 -0.2
H 1.060 -2.045 0.209 0.1 -0.2 0.2
H 0.753 1.049 -1.204 -0.1 0.0 -0.2
H -2.160 1.305 0.803 1.0 -3.7 -1.7

***

# 6
7
Properties=species:S:1:pos:R:3:forces:R:3 method="wB97M-V/def2-TZVPD" e_above_lowest_kj_mol=178.7 homo_energy_ev=-10.01 e_tot_ha=-891.815149 smiles="O=PS.O" charge=0 gap_ev=8.9
S 2.782 1.549 0.396 -0.2 0.1 -0.5
P 1.776 -0.344 0.369 -2.7 3.3 2.8
O -0.714 -1.047 -1.483 0.7 -0.1 -0.2
O 2.638 -1.278 -0.229 2.9 -3.5 -2.5
H -0.005 -0.384 -1.423 -0.6 -0.3 -0.2
H 3.149 1.311 -0.888 0.3 0.1 0.4
H -0.259 -1.852 -1.793 -0.3 0.4 0.2

***

# 7
8
Properties=species:S:1:pos:R:3:forces:R:3 method="wB97M-V/def2-TZVPD" e_above_lowest_kj_mol=366.8 homo_energy_ev="-9.14 / -9.02" e_tot_ha=-1289.942133 charge=0 gap_ev="6.6 / 6.6"
S 2.084 1.779 1.953 -0.2 -0.3 -0.2
S -0.093 -1.514 -1.391 -0.3 -0.9 -0.4
P 0.155 -0.213 0.258 1.1 0.6 0.1
O -1.148 -0.285 1.196 -0.2 -0.6 0.0
O -0.328 1.060 -0.643 0.3 0.7 -1.2
H 0.816 -2.506 -1.217 -0.2 0.5 0.4
H 0.047 1.106 -1.561 -0.4 -0.1 1.4
H -1.533 0.573 1.405 -0.1 0.2 -0.1

***

# 8
8
Properties=species:S:1:pos:R:3:forces:R:3 method="wB97M-V/def2-TZVPD" e_above_lowest_kj_mol=284.2 homo_energy_ev=-8.54 e_tot_ha=-967.065964 smiles=OSP(O)O charge=0 gap_ev=8.7
S -0.627 1.285 -0.941 0.8 -1.2 0.0
P -0.687 -0.706 -0.018 -1.6 -0.1 0.9
O 0.106 1.900 0.442 0.2 0.3 -0.7
O 0.363 -0.557 1.213 -1.8 0.0 0.2
O 0.238 -1.545 -1.042 -0.1 -1.6 -0.8
H -0.488 2.623 0.568 -0.3 1.1 1.0
H -0.092 -2.484 -0.998 0.6 1.2 -0.3
H 1.186 -0.516 0.777 2.3 0.3 -0.4